# 1
136
Properties=species:S:1:pos:R:3:forces:R:3:mulliken_charge:R:1 method="wB97M-V/def2-TZVPD" homo_ev=-8.507 total_energy_ev=-62906.8530 relative_energy_kj_mol=184.7 smiles=COC[C@H](C)N.COC[C@H](C)N.COC[C@H](C)N.COC[C@H](C)N.COC[C@H](C)N.COC[C@H](C)N.COC[C@H](C)N.COC[C@H](C)N orbital_gap_ha=0.336
C 1.286 28.385 -4.311 0.40 0.73 0.04 -1.403
C 2.629 28.102 -4.969 0.46 -0.31 0.05 0.459
C 2.502 28.004 -6.493 0.88 -0.09 -0.05 -0.773
O 2.024 26.726 -6.863 -0.59 0.32 0.32 0.071
C 2.258 26.380 -8.201 0.92 -0.08 -0.40 -0.819
N 3.663 29.056 -4.544 -0.76 0.37 -0.08 -0.692
H 0.812 29.283 -4.724 0.00 -0.20 -0.34 0.321
H 1.462 28.674 -3.274 -0.15 -0.60 0.16 0.398
H 0.632 27.526 -4.444 -0.17 0.06 0.25 0.293
H 2.991 27.132 -4.613 -0.19 -0.06 -0.11 0.219
H 3.505 28.132 -6.933 -0.08 0.04 0.08 0.300
H 1.880 28.832 -6.870 -0.14 -0.25 -0.11 0.354
H 2.142 27.198 -8.921 -0.62 0.04 0.18 0.467
H 1.621 25.534 -8.440 -0.11 0.09 -0.20 -0.138
H 3.310 26.080 -8.353 -0.07 -0.16 0.25 0.461
H 4.599 28.705 -4.684 -0.01 -0.04 -0.21 0.263
H 3.553 29.923 -5.061 0.22 0.04 0.14 0.233
C 7.156 14.689 -4.599 -0.48 0.38 0.22 -1.311
C 6.925 15.124 -6.043 1.37 -0.09 -0.57 0.477
C 5.644 15.876 -6.325 -0.97 -0.67 1.22 -0.456
O 5.327 15.830 -7.684 0.69 -0.06 -0.63 -0.418
C 4.007 16.192 -7.996 0.08 -0.12 0.60 -0.499
N 8.123 15.870 -6.488 -0.04 1.03 -0.43 -0.799
H 6.216 14.350 -4.155 0.09 0.04 0.10 0.369
H 7.563 15.509 -4.003 -0.18 0.03 0.05 0.294
H 7.870 13.873 -4.531 0.07 0.00 -0.21 0.322
H 6.954 14.197 -6.625 -0.43 0.19 -0.20 0.258
H 5.692 16.900 -5.924 0.02 0.04 -0.16 0.070
H 4.834 15.366 -5.765 0.05 0.18 -0.04 0.308
H 3.820 17.234 -7.716 -0.14 0.05 -0.23 0.216
H 3.310 15.553 -7.432 -0.09 0.08 -0.09 0.325
H 3.874 16.019 -9.060 -0.07 0.20 -0.07 0.242
H 7.978 16.239 -7.431 -0.07 -0.78 -0.16 0.306
H 8.161 16.779 -6.016 0.03 -0.46 0.60 0.260
C 3.321 23.709 -13.641 0.25 0.49 -1.07 -1.651
C 2.768 25.004 -13.066 0.56 -0.07 0.76 0.683
C 2.321 24.721 -11.605 0.32 0.16 -0.35 0.222
O 1.191 25.471 -11.178 0.37 0.25 0.09 -0.243
C 0.002 25.448 -11.954 0.37 -0.01 -0.12 -0.881
N 3.787 26.077 -13.137 -0.33 -0.16 0.17 -0.825
H 2.535 22.963 -13.716 0.12 -0.36 0.45 0.385
H 4.216 23.387 -13.106 -0.30 -0.31 0.32 0.329
H 3.670 23.843 -14.670 -0.08 0.28 0.08 0.400
H 1.914 25.345 -13.646 0.01 -0.13 -0.09 0.313
H 3.135 25.025 -10.936 -0.09 0.24 -0.07 0.097
H 2.274 23.638 -11.408 -0.81 0.07 -0.27 -0.289
H 0.114 25.734 -13.005 0.41 -0.18 0.00 0.417
H -0.600 26.259 -11.548 -0.40 -0.44 0.32 0.264
H -0.416 24.441 -11.902 -0.51 0.20 0.02 0.292
H 3.359 26.963 -12.883 -0.03 -0.04 -0.09 0.296
H 4.460 25.902 -12.394 0.14 0.02 -0.20 0.296
C 0.902 16.990 -15.311 -0.36 0.20 -0.80 -1.358
C 1.648 17.959 -14.387 -0.37 -1.39 -0.33 0.544
C 0.627 18.860 -13.721 0.63 0.09 0.67 -0.478
O 0.318 19.907 -14.613 -0.01 -0.05 0.21 -0.357
C -0.902 20.555 -14.371 -0.10 0.91 -0.27 -0.711
N 2.424 17.221 -13.389 -0.11 0.80 0.68 -0.690
H 0.074 16.455 -14.833 0.21 0.11 0.43 0.234
H 1.551 16.219 -15.732 0.13 0.18 -0.07 0.391
H 0.428 17.542 -16.133 0.20 -0.08 -0.05 0.361
H 2.308 18.594 -14.980 0.06 0.00 0.02 0.188
H 1.087 19.241 -12.797 -0.13 0.26 -0.02 0.230
H -0.256 18.279 -13.414 -0.09 0.08 -0.23 0.391
H -1.735 19.987 -14.795 -0.10 0.00 0.24 0.340
H -0.848 21.531 -14.866 -0.03 -0.25 -0.35 0.272
H -1.094 20.858 -13.334 0.16 -0.64 0.22 0.227
H 1.801 16.901 -12.656 0.07 -0.21 -0.06 0.106
H 2.879 16.394 -13.746 -0.12 0.03 -0.30 0.289
C 1.504 21.928 -8.222 -0.61 -1.25 -0.26 -1.172
C 0.846 21.686 -9.577 0.69 0.65 -0.81 0.739
C 0.143 20.348 -9.617 -0.11 0.52 0.53 -1.230
O 1.099 19.377 -9.259 -0.26 0.00 -0.56 -0.165
C 0.518 18.129 -9.037 0.81 -0.82 1.58 -0.662
N 0.017 22.785 -10.011 -0.70 0.01 -0.76 0.847
H 2.016 22.885 -8.197 -0.01 0.06 0.24 -0.001
H 2.161 21.083 -8.011 0.40 0.34 0.01 0.685
H 0.693 21.819 -7.493 0.16 0.62 0.30 0.295
H 1.601 21.659 -10.377 0.33 -0.35 0.36 -0.010
H -0.290 20.138 -10.599 -0.02 0.04 -0.10 0.384
H -0.666 20.385 -8.867 -0.09 -0.22 -0.08 0.404
H 1.333 17.463 -8.729 0.08 -0.09 -0.56 -0.003
H -0.035 17.668 -9.856 -0.10 0.30 -0.18 0.331
H -0.059 18.142 -8.100 -0.64 0.17 -0.37 0.409
H 0.535 23.648 -10.071 -0.13 0.13 0.13 -0.671
H -0.918 22.936 -9.654 0.56 -0.23 0.54 -0.052
C 2.234 19.468 -5.367 -0.07 0.27 -0.65 -1.038
C 3.596 19.925 -4.862 0.00 -2.01 0.70 0.999
C 3.616 21.207 -4.067 -0.58 0.41 -0.05 -1.144
O 3.153 22.310 -4.815 0.00 0.24 0.42 -0.179
C 4.119 22.949 -5.585 0.79 -0.12 -1.23 -0.553
N 4.111 18.800 -4.023 0.19 0.43 0.23 -0.611
H 1.505 19.142 -4.621 0.22 0.43 0.40 0.466
H 2.371 18.586 -5.997 0.12 0.11 -0.15 0.289
H 1.807 20.263 -5.975 -0.24 -0.12 0.03 -0.079
H 4.252 19.942 -5.736 0.07 0.52 0.02 0.082
H 4.610 21.400 -3.641 0.11 0.00 -0.21 0.423
H 2.931 21.143 -3.217 -0.03 -0.27 -0.03 0.227
H 3.759 23.935 -5.872 -0.07 0.09 0.21 0.020
H 4.341 22.419 -6.525 -0.33 -0.11 0.01 0.265
H 5.116 23.025 -5.130 -0.27 0.17 0.56 0.364
H 4.752 19.166 -3.321 0.14 -0.13 -0.17 0.234
H 3.349 18.405 -3.481 -0.07 0.03 -0.10 0.264
C -0.870 13.471 -12.486 0.27 -0.02 -0.39 -1.607
C -0.470 14.490 -11.435 -0.04 -0.24 0.01 0.604
C -0.701 13.912 -10.040 1.14 0.88 0.09 -0.981
O -0.375 14.925 -9.081 -0.39 0.00 -0.42 -0.095
C -0.345 14.379 -7.805 -0.55 -0.47 1.22 -0.915
N 0.940 14.850 -11.638 0.30 -0.14 0.74 -0.454
H -1.937 13.257 -12.510 -0.03 0.07 0.09 0.416
H -0.332 12.529 -12.334 -0.07 0.01 0.13 0.368
H -0.553 13.835 -13.465 -0.16 0.02 -0.01 0.364
H -1.025 15.421 -11.570 -0.25 -0.09 0.12 0.171
H 0.090 13.159 -9.915 -0.46 -0.54 -0.04 0.390
H -1.697 13.512 -9.844 -0.07 -0.06 -0.15 0.428
H -1.326 14.021 -7.447 -0.11 0.04 -0.44 0.338
H -0.077 15.124 -7.057 0.43 0.15 -0.30 0.249
H 0.305 13.497 -7.739 0.29 0.21 -0.03 0.362
H 1.235 15.356 -10.802 -0.10 0.27 -0.16 0.124
H 1.513 14.007 -11.564 -0.17 -0.04 -0.35 0.285
C -1.328 26.556 -8.124 -0.60 0.63 -0.16 -0.869
C -1.756 25.470 -7.152 0.46 -0.49 0.91 0.530
C -2.868 24.565 -7.658 0.49 0.87 0.46 -1.050
O -2.389 23.796 -8.737 -0.12 -0.02 0.00 -0.277
C -3.358 23.521 -9.688 -1.19 -0.61 -1.31 -0.909
N -0.624 24.648 -6.642 0.29 0.33 -1.09 -0.728
H -0.712 26.199 -8.950 0.08 -0.15 0.12 -0.114
H -0.816 27.360 -7.590 0.34 -0.23 -0.03 0.245
H -2.199 27.059 -8.563 -0.03 -0.19 -0.03 0.475
H -2.172 25.924 -6.243 -0.09 0.25 -0.23 0.350
H -3.678 25.236 -7.968 -0.16 -0.27 -0.16 0.477
H -3.204 23.957 -6.813 -0.09 -0.31 -0.23 0.320
H -4.155 22.833 -9.368 0.08 0.21 0.52 0.309
H -2.956 23.007 -10.567 0.60 0.14 0.26 0.218
H -3.850 24.415 -10.092 0.10 0.16 0.29 0.383
H -0.288 24.099 -7.442 -0.29 -0.23 0.23 0.180
H 0.169 25.287 -6.532 -0.20 -0.02 0.47 0.193

---

# 2
8
Properties=species:S:1:pos:R:3:forces:R:3:mulliken_charge:R:1 method="wB97M-V/def2-TZVPD" charge=+1 homo_ev=-13.204 total_energy_ev=-25727.2063 relative_energy_kj_mol=41.8 smiles="C1=[NH+]SSN1" orbital_gap_ha=0.268
C -0.458 -0.517 -0.115 0.57 -1.33 -1.44 0.225
N 0.371 -0.093 -1.078 -0.21 1.13 2.17 -0.205
N -0.377 -0.033 1.132 -0.28 -0.71 -2.85 -0.211
S 1.377 1.266 -0.760 -0.35 0.79 2.27 0.098
S 0.538 1.357 1.410 1.93 1.26 -1.54 0.092
H -1.105 -1.349 -0.491 0.27 0.70 1.26 0.342
H 0.809 -0.568 -1.848 -0.92 -1.16 -0.35 0.329
H -1.154 -0.062 1.750 -1.01 -0.68 0.48 0.330

---

# 3
21
Properties=species:S:1:pos:R:3:forces:R:3:mulliken_spin:R:1 method="wB97M-V/def2-TZVPD" homo_ev="-9.210 / -10.133" total_energy_ev=-31475.2588 relative_energy_kj_mol=117.3 orbital_gap_ha="0.368 / 0.305" multiplicity=2
Cl -0.264 -1.162 -0.467 0.58 0.09 -0.80 0.694
Cl -2.035 -1.213 1.230 1.18 0.56 -0.71 0.295
C 1.391 -1.313 3.949 0.28 -0.39 0.53 0.000
C 0.297 -0.980 2.936 -1.35 1.09 -2.39 0.010
C -1.013 -1.788 2.619 0.61 -2.60 3.13 -0.031
C -0.624 -3.252 2.185 -1.18 1.33 -0.41 0.018
C -2.017 -1.814 3.885 0.38 1.47 -1.16 0.010
C -3.311 -1.168 3.423 -1.62 0.62 0.07 0.000
H 2.210 -0.557 3.892 -0.77 -0.39 -0.22 0.000
H 1.076 -1.304 5.009 -0.14 -0.08 -0.52 0.000
H 1.888 -2.280 3.758 -0.37 0.27 0.03 0.000
H -0.049 0.054 3.046 0.22 0.05 0.30 -0.001
H 0.688 -1.005 1.914 0.83 0.33 0.24 -0.002
H -1.488 -3.872 2.410 0.14 -0.35 0.02 0.000
H -0.552 -3.184 1.093 0.59 -0.57 0.35 -0.004
H 0.276 -3.627 2.661 0.04 0.06 0.03 0.001
H -2.207 -2.827 4.223 0.23 -0.09 0.10 0.001
H -1.592 -1.186 4.689 0.01 -0.56 -0.25 0.000
H -4.092 -1.006 4.180 0.43 -0.33 0.20 0.003
H -3.160 -0.158 2.960 -0.05 -0.86 0.73 0.003
H -3.772 -1.793 2.630 -0.03 0.35 0.73 0.002

---

# 4
19
Properties=species:S:1:pos:R:3:forces:R:3:mulliken_spin:R:1 method="wB97M-V/def2-TZVPD" homo_ev="-4.401 / -8.898" total_energy_ev=-24962.3546 relative_energy_kj_mol=0.0 orbital_gap_ha="0.193 / 0.223" multiplicity=3
C -1.805 -1.311 -0.379 -2.02 0.16 -0.28 0.020
C -1.699 1.577 -0.330 2.59 0.22 2.00 0.138
C 1.645 1.082 1.221 3.07 2.48 -1.24 0.021
C 1.505 -1.533 -0.192 0.45 2.40 2.83 0.018
O 0.893 0.658 -1.708 0.57 -1.01 4.48 0.393
P -1.278 0.070 0.711 -3.07 -0.15 -0.79 1.109
P 0.817 0.193 -0.084 1.82 0.04 -6.57 0.291
H -1.625 -2.203 0.208 0.18 -0.53 -0.38 0.012
H -1.277 -1.269 -1.363 -0.08 -0.17 0.82 0.024
H -2.943 -1.292 -0.616 1.95 0.20 0.45 0.001
H -0.733 1.648 -0.895 -0.98 0.25 -0.06 0.017
H -1.565 2.362 0.455 -1.01 0.02 -0.96 -0.021
H -2.518 1.584 -1.015 -0.78 0.05 0.17 -0.023
H 1.491 0.559 2.095 -0.59 -1.10 2.05 -0.007
H 2.817 1.161 1.147 -2.22 -0.12 -0.28 0.004
H 1.240 2.131 1.328 0.36 -1.13 -0.22 0.003
H 0.878 -2.210 -0.644 -1.47 -1.27 -1.27 -0.009
H 2.381 -1.318 -0.737 1.13 -0.20 -0.87 0.002
H 1.776 -1.891 0.798 0.10 -0.15 0.09 0.007